Entry 1:
A cluster of 2 separate species, CH2Br2S in total in a non-equilibrium geometry, computed with the ωB97M-V functional and the def2-TZVPD basis.

```
6
Properties=species:S:1:pos:R:3:forces:R:3:mulliken_charge:R:1
C 0.09401 -0.80600 -0.81214 0.698 -1.726 0.498 0.03
S -0.21124 0.25966 -1.99201 -2.273 0.869 0.451 0.00
Br -1.26332 -2.08239 -0.30927 0.384 0.973 -0.190 -0.05
Br -3.57115 0.91211 0.47381 0.723 -1.255 -1.000 -0.17
H -2.93137 -0.21712 -0.31519 -0.865 1.282 1.110 0.09
H -1.64589 0.36679 -1.88820 1.334 -0.142 -0.868 0.10
```
Positions in Å, forces in eV/Å.

Output
frontier orbital gap	8.23	eV
calculated total energy	-5585.4005	Eh
HOMO level	-9.27	eV
maximum force	0.0481	Eh/bohr

=====

Entry 2:
A cluster of 2 separate species, C2H4F2NO3P in total in a non-equilibrium geometry, computed with the ωB97M-V functional and the def2-TZVPD basis.

```
13
Properties=species:S:1:pos:R:3:forces:R:3:mulliken_charge:R:1
C -0.72779 0.31317 0.10054 -0.752 -0.276 2.211 -0.57
C 2.11790 1.10055 0.22580 2.277 3.660 1.950 0.32
N -1.68146 0.84113 -0.67156 0.717 -0.144 -2.094 -0.81
O 2.82409 -1.29951 1.13317 0.110 2.110 -1.658 -0.54
O 4.75642 -0.10132 -0.15902 0.356 1.065 0.844 -0.74
O 2.68865 -0.81924 -1.47528 0.546 1.268 1.841 -0.68
F 2.32126 2.23225 -0.57374 -0.731 -1.600 1.007 -0.26
F 2.30858 1.63864 1.61693 -0.677 -1.098 -2.709 -0.33
P 3.28615 -0.24472 -0.18463 -1.283 -4.754 -1.678 0.73
H 0.37266 0.35941 -0.07983 -0.846 -0.052 0.128 0.02
H -1.13549 0.21945 1.11322 1.130 -0.212 0.466 0.35
H -1.14373 0.81843 -1.55012 -0.924 0.702 -0.595 0.17
H 1.86454 -1.11264 1.11334 0.077 -0.669 0.286 0.33
```
Positions in Å, forces in eV/Å.

Output
frontier orbital gap (spin up / spin down)	3.22 / 7.40	eV
calculated total energy	-900.0621	Eh
HOMO level (spin up / spin down)	3.50 / -1.23	eV
total charge	-2
<S²>	2.0073
2S+1	3
maximum force	0.1012	Eh/bohr

=====

Entry 3:
A structure of composition C26H24N7O3S2Tc, computed with the ωB97M-V functional and the def2-TZVPD basis.

```
63
Properties=species:S:1:pos:R:3:forces:R:3:mulliken_charge:R:1
Tc -0.16990 -0.25453 -0.12325 -0.004 -0.051 0.031 0.03
C -1.74845 0.27166 5.83800 -0.022 0.082 0.014 -1.01
C -0.48654 -0.45248 5.40433 0.064 -0.076 -0.026 -0.43
N 0.17396 0.16525 4.25471 0.005 0.011 -0.007 -0.06
C -0.20043 -0.02739 2.99077 -0.040 0.045 0.017 0.52
S 0.76011 0.86080 1.78627 0.002 0.101 0.049 -0.43
N -1.22667 -0.79581 2.73411 -0.005 0.020 0.061 -1.18
N -1.45666 -0.97490 1.40329 0.104 0.069 -0.309 1.11
C -2.45544 -1.71897 1.05028 0.004 -0.047 0.019 1.00
C -3.41038 -2.32179 2.02126 0.000 0.001 0.033 -1.72
C -2.53407 -1.99849 -0.39042 0.040 -0.006 0.020 0.30
C -3.51555 -2.79535 -0.96209 0.029 0.008 -0.041 -0.87
C -3.47207 -3.05518 -2.32209 -0.008 -0.004 0.025 -0.48
C -2.44788 -2.51659 -3.08269 0.028 0.015 -0.012 -0.98
C -1.50010 -1.72855 -2.45725 -0.009 -0.013 -0.003 -0.13
N -1.54021 -1.47462 -1.14674 -0.021 -0.022 -0.012 0.36
H -2.17215 -0.22476 6.71107 -0.012 -0.008 -0.012 0.39
H -2.49083 0.27373 5.04151 -0.002 -0.025 -0.014 0.25
H -1.53722 1.30806 6.09915 0.011 -0.008 0.004 0.28
H -0.70358 -1.48608 5.13513 -0.016 0.011 -0.002 0.25
H 0.24946 -0.46986 6.20758 -0.019 0.014 0.011 0.42
H 0.90599 0.83619 4.41786 0.000 0.003 0.003 0.27
H -3.39374 -1.76342 2.95212 0.007 -0.005 -0.006 0.37
H -3.12359 -3.35350 2.24075 -0.008 -0.002 -0.006 0.30
H -4.42282 -2.32894 1.62172 -0.005 0.003 -0.006 0.49
H -4.29794 -3.21691 -0.34972 0.004 0.007 0.020 0.40
H -4.22796 -3.67906 -2.77892 0.000 0.004 -0.007 0.45
H -2.37060 -2.70208 -4.14399 -0.006 -0.004 0.001 0.45
H -0.67448 -1.29226 -3.00595 -0.007 -0.005 -0.010 0.41
O 2.35577 -1.92439 -2.56807 -0.024 0.030 0.012 -0.70
S 2.18524 -1.21699 -1.33976 0.063 -0.043 0.013 1.53
O 1.42413 -1.85637 -0.23649 -0.040 -0.097 -0.035 -0.73
N 1.26912 0.09477 -1.47967 -0.017 -0.020 0.206 0.41
C 1.08129 1.02666 -2.49050 0.012 0.059 -0.128 0.79
C 1.91014 1.33975 -3.53505 -0.061 0.018 0.039 -0.70
C 1.52394 2.34412 -4.44959 -0.006 0.008 -0.006 -0.94
C 0.33942 3.01189 -4.32027 0.013 0.003 -0.008 -0.91
C -0.54297 2.69309 -3.25873 0.029 -0.029 0.002 0.64
C -1.79984 3.30636 -3.06155 -0.031 -0.002 0.037 -0.65
C -2.59514 2.90322 -2.02615 0.025 -0.010 -0.002 -1.16
C -2.14805 1.88608 -1.16740 -0.002 -0.004 -0.021 -0.10
N -0.97447 1.30704 -1.31022 -0.057 -0.038 0.141 0.41
C -0.16399 1.69575 -2.34844 0.061 0.049 -0.085 0.13
C 3.76007 -0.77391 -0.70663 -0.056 -0.009 -0.007 0.37
C 3.95133 -0.69780 0.66615 -0.042 0.035 0.034 -0.25
C 5.19656 -0.32520 1.14645 -0.022 0.000 -0.001 -0.80
C 6.22448 -0.03241 0.26111 0.001 0.002 -0.018 -0.42
C 6.02085 -0.11985 -1.11017 0.022 0.010 0.026 -0.75
C 4.78406 -0.49768 -1.60372 0.014 -0.042 -0.082 -0.38
H 2.85210 0.82572 -3.66598 0.003 -0.018 0.026 0.34
H 2.19149 2.58286 -5.26629 -0.011 0.011 -0.004 0.41
H 0.05697 3.78328 -5.02430 0.003 -0.003 -0.004 0.43
H -2.12215 4.08754 -3.73855 -0.002 0.001 0.001 0.46
H -3.56194 3.35047 -1.84776 -0.002 0.000 -0.002 0.41
H -2.75007 1.55596 -0.33294 -0.001 0.008 -0.009 0.57
H 3.13997 -0.93756 1.33917 0.019 -0.006 0.004 0.47
H 5.36554 -0.26946 2.21310 -0.001 -0.002 0.000 0.41
H 7.19541 0.25559 0.64148 -0.002 0.002 0.000 0.39
H 6.83034 0.09416 -1.79434 -0.003 -0.003 -0.003 0.41
H 4.62510 -0.60793 -2.66823 -0.020 -0.003 0.008 0.45
O -1.56640 2.96103 3.78501 -0.002 -0.023 -0.038 -0.50
C -1.37765 2.67789 2.65866 0.084 0.056 0.111 0.81
N -1.19090 2.39209 1.49290 -0.062 -0.056 -0.039 -0.59
```
Positions in Å, forces in eV/Å.

Output
frontier orbital gap (spin up / spin down)	7.24 / 6.31	eV
calculated total energy	-2491.1742	Eh
HOMO level (spin up / spin down)	-10.71 / -10.90	eV
total charge	+1
<S²>	3.7741
2S+1	4
maximum force	0.0065	Eh/bohr

=====

Entry 4:
The molecule C4H10N2, computed with the ωB97M-V functional and the def2-TZVPD basis.

```
16
Properties=species:S:1:pos:R:3:forces:R:3:mulliken_charge:R:1
C -1.93301 -0.61872 -0.03737 -0.520 0.300 -0.196 -0.40
N -1.26672 0.46449 -0.18056 0.029 -0.231 -0.034 -0.72
N -0.01670 0.59765 0.30555 0.492 -0.136 0.252 0.55
C 0.73483 1.72920 -0.20246 -0.315 0.583 -0.409 -0.77
C 0.78024 -0.56124 0.70575 0.004 0.323 -0.523 -0.81
C 1.23135 -1.42397 -0.49682 -0.479 0.148 0.069 -0.90
H -1.61386 -1.52646 0.46107 0.335 -0.035 0.042 0.26
H -2.96401 -0.62342 -0.41042 0.466 0.164 0.102 0.25
H 1.26749 1.52863 -1.15647 -0.316 -0.020 0.305 0.29
H 1.49629 2.06073 0.52018 -0.347 -0.210 -0.057 0.27
H 0.01840 2.55699 -0.36738 0.465 -0.443 0.038 0.29
H 0.20524 -1.11820 1.43642 -0.065 -0.326 0.069 0.39
H 1.64867 -0.15682 1.24326 -0.150 -0.183 -0.172 0.36
H 0.38072 -1.72455 -1.14020 0.379 0.151 0.463 0.28
H 1.73998 -2.32137 -0.15104 0.023 -0.078 -0.002 0.36
H 1.92465 -0.86212 -1.12495 0.000 -0.007 0.053 0.29
```
Positions in Å, forces in eV/Å.

Output
frontier orbital gap	9.29	eV
calculated total energy	-267.8571	Eh
HOMO level	-8.17	eV
structure (SMILES)	C=NN(C)CC
maximum force	0.0151	Eh/bohr